72
Properties=species:S:1:pos:R:3:forces:R:3:mulliken_charge:R:1 method="wB97M-V/def2-TZVPD" lumo_energy_ev="-4.85 / -5.36" charge=+2 orbital_gap_ha="0.2117 / 0.2877" spin_multiplicity=3 relative_energy_kcal_mol=20.7
Pt 10.56518 8.20168 17.64724 2.93 2.07 -3.57 1.130
C 6.65450 5.80554 20.48669 0.24 1.25 1.63 -0.834
N 7.62400 6.06995 19.43350 0.01 -2.43 -2.29 0.183
C 7.99641 5.15772 18.38829 -0.25 -0.59 1.82 -0.541
C 8.99615 5.71516 17.67502 -0.98 1.85 0.79 -0.434
N 9.12831 7.03553 18.15233 -3.89 -3.61 1.01 -0.182
C 8.28307 7.22006 19.19815 0.92 -1.71 -1.15 0.295
P 8.24916 8.60048 20.36139 1.00 0.47 -0.94 -0.267
C 8.34491 9.85287 19.02978 1.23 -0.33 -1.97 0.048
N 9.12925 9.74651 17.90250 -0.98 1.90 1.27 -0.102
C 9.01006 10.95325 17.19880 -0.36 -1.39 0.96 -0.468
C 8.08732 11.71488 17.84835 -0.06 -0.31 0.95 -0.785
N 7.71233 11.01969 19.03560 -0.78 1.41 -1.57 0.176
C 6.69865 11.42830 20.04462 0.80 1.08 0.18 -0.856
C 10.07931 8.56074 20.52368 3.44 -1.07 -0.29 0.152
N 10.98880 8.28252 19.53008 -0.13 1.16 3.21 0.054
C 12.27548 8.21091 20.02168 -1.48 0.23 0.68 -0.203
C 12.20658 8.35639 21.37958 -2.30 0.38 -0.77 -0.628
N 10.79656 8.59579 21.66805 2.39 0.02 0.67 0.201
C 10.25562 8.98495 22.98986 -0.22 0.09 -1.09 -0.888
H 6.09450 4.87341 20.41119 0.48 0.06 -0.35 0.337
H 7.14153 5.89614 21.51023 -0.40 -0.51 -1.26 0.283
H 5.95466 6.63827 20.46456 -0.38 -0.15 0.00 0.360
H 7.65647 4.11462 18.28584 -0.19 0.89 0.49 0.376
H 9.54369 5.28835 16.83684 -0.11 0.47 0.29 0.444
H 9.60841 11.13912 16.30435 -0.36 -0.11 0.35 0.507
H 7.70481 12.67382 17.53349 -0.17 -0.04 0.48 0.438
H 6.07237 12.27124 19.66494 0.63 -0.82 0.19 0.321
H 6.07294 10.58977 20.32830 -0.09 -0.08 -0.20 0.356
H 7.25807 11.76791 20.94679 -0.57 -0.09 -0.58 0.315
H 13.11481 8.13454 19.33429 -0.28 -0.16 0.39 0.441
H 13.04112 8.27322 22.05116 -0.43 0.28 0.68 0.447
H 11.05821 9.21283 23.68428 -0.12 -0.28 0.01 0.332
H 9.62266 9.85604 22.85444 0.23 0.41 0.01 0.338
H 9.56566 8.22140 23.29069 0.07 -0.62 0.73 0.346
O 12.62474 9.36361 17.25855 1.02 2.11 -1.72 -0.571
C 12.72521 10.27398 16.34573 -0.88 -1.34 0.69 0.296
O 11.84873 10.57549 15.49077 1.11 0.19 0.73 -0.825
C 14.06025 11.09737 16.28411 0.49 -0.44 -0.06 0.009
N 13.97230 11.90547 14.98853 1.16 0.09 0.37 -0.034
C 15.07310 11.38283 14.00660 -0.13 -0.63 0.50 -0.475
C 15.98822 10.41583 14.79230 0.15 0.89 1.20 -0.544
C 15.39185 10.28448 16.23898 -0.37 0.08 -0.35 -0.658
H 14.14055 11.72431 17.17585 -0.52 0.33 -0.37 0.308
H 14.14317 12.90451 15.15736 -0.13 -0.43 -0.02 0.406
H 12.95672 11.77611 14.72781 0.45 -0.33 -0.23 0.299
H 15.68960 12.22234 13.64785 -0.87 -0.24 -0.14 0.332
H 14.61085 10.77043 13.22663 -0.24 0.85 -0.09 0.223
H 17.00378 10.85846 14.84227 -0.58 -0.36 0.08 0.263
H 16.09212 9.46716 14.29117 -0.16 -0.27 -0.15 0.353
H 16.11723 10.66642 16.97255 -0.41 -0.07 -0.24 0.379
H 15.11254 9.27481 16.55444 0.37 -0.01 -0.28 0.296
N 14.75637 4.27451 8.82722 -1.40 1.56 0.73 -0.425
C 13.99822 4.98781 9.35601 0.96 -1.95 -1.31 -0.021
C 13.13070 5.68011 10.26672 1.36 0.43 0.63 0.535
C 13.60283 5.51736 11.59744 -1.01 0.60 -0.38 -1.102
C 13.01152 6.26122 12.60735 -0.52 -0.15 0.45 -0.237
C 11.94574 7.11222 12.33050 -0.37 -0.08 -1.81 1.282
C 11.54084 7.30355 10.97096 0.09 0.98 0.76 -0.213
C 12.15641 6.62506 9.91661 0.01 -0.62 1.23 -0.989
N 11.20739 7.70924 13.40881 -0.71 0.04 1.24 0.483
C 9.87642 8.18062 13.39166 0.97 0.08 -0.07 -0.347
C 9.52432 8.40345 14.68629 0.98 -1.02 0.25 -0.998
N 10.54687 7.98779 15.55618 0.76 0.13 -3.30 -0.099
C 11.55011 7.62130 14.73082 0.06 -0.44 0.86 -0.169
H 14.38045 4.78767 11.80512 -0.09 0.26 -0.06 0.397
H 13.27398 6.14416 13.65502 0.32 -0.33 -0.38 0.278
H 10.83922 8.12361 10.72997 0.20 -0.79 0.21 0.288
H 11.84133 6.75783 8.88599 0.17 0.12 0.21 0.442
H 9.36363 8.32106 12.44981 -0.03 0.01 0.33 0.404
H 8.61582 8.74742 15.11009 -0.64 0.27 0.01 0.596
H 12.54162 7.21349 15.06625 -1.41 0.74 -0.28 0.149